[1]
Here is a gas-phase ion, C3H9N2O2 (charge +1) at a distorted geometry from OMol25. Energies are from wB97M-V/def2-TZVPD.

Atoms and positions in Å:
1 C -2.22 -0.45 0.23
2 C -0.99 -0.95 -0.44
3 N 0.09 0.06 -0.16
4 O -0.17 1.40 -0.36
5 N 1.32 -0.28 -0.04
6 C 2.42 0.67 0.02
7 O 1.53 -1.46 -0.01
8 H -2.24 0.65 0.27
9 H -3.23 -0.67 -0.28
10 H -2.21 -0.91 1.32
11 H -1.19 -0.93 -1.45
12 H -0.52 -1.78 0.06
13 H -0.78 1.86 0.27
14 H 3.27 0.15 -0.22
15 H 2.53 0.97 1.09
16 H 2.39 1.66 -0.32

Output
- SMILES: CCN(O)[N+](C)=O
- E_tot: -379.23845 hartree
- Charge: +1
- HOMO-LUMO gap: 10.35 eV
- Energy above the lowest of the compared OMol25 structures with the same formula, charge and spin: 7.248 eV

[2]
Here is 2 unconnected molecules or ions with the total composition C2H7N4 at a distorted geometry from OMol25. Energies are from wB97M-V/def2-TZVPD.

Atoms and positions in Å:
1 C -2.56 -0.22 -0.12
2 C 1.16 -0.56 -0.29
3 N 0.21 1.69 -0.33
4 N -3.69 -0.21 0.18
5 N 1.96 -1.40 0.22
6 N 1.12 0.68 0.09
7 H -0.13 2.36 0.37
8 H 0.44 -0.96 -0.99
9 H -4.65 -0.27 0.32
10 H -0.64 1.09 -0.75
11 H 2.24 -2.25 -0.17
12 H 2.71 -0.94 0.69
13 H 1.82 0.99 0.78

Output
- E_tot: -299.09584 hartree
- Charge: +1
- HOMO-LUMO gap: 10.54 eV
- Energy above the lowest of the compared OMol25 structures with the same formula, charge and spin: 3.434 eV

[3]
Here is 3 unconnected molecules or ions with the total composition ClH4O2 at a distorted geometry from OMol25. Energies are from wB97M-V/def2-TZVPD.

Atoms and positions in Å:
1 Cl 2.59 -9.25 10.19
2 O 4.81 -9.96 12.02
3 H 4.39 -9.35 11.41
4 H 4.29 -9.89 12.82
5 O 1.28 -7.14 8.92
6 H 0.59 -7.28 9.57
7 H 2.09 -7.42 9.37

Output
- E_tot: -613.15162 hartree
- Charge: -1
- HOMO-LUMO gap: 8.74 eV
- Energy above the lowest of the compared OMol25 structures with the same formula, charge and spin: 0.447 eV

[4]
Here is 2 unconnected molecules or ions with the total composition C4H11IN3 at a distorted geometry from OMol25. Energies are from wB97M-V/def2-TZVPD.

Atoms and positions in Å:
1 C 0.04 -3.31 -1.21
2 C 1.27 1.13 0.95
3 C 0.05 -2.26 -0.40
4 C -1.73 1.58 -1.08
5 N 0.04 1.24 0.56
6 N 1.65 0.78 2.18
7 N -0.35 1.62 -0.68
8 I -1.05 -2.05 1.40
9 H 0.78 -3.30 -2.00
10 H -0.66 -4.11 -1.16
11 H 2.16 1.48 0.40
12 H 0.79 -1.50 -0.42
13 H -2.37 2.31 -0.59
14 H -1.65 1.83 -2.17
15 H -2.07 0.51 -0.93
16 H -0.63 0.77 1.15
17 H 2.64 0.78 2.38
18 H 0.96 0.08 2.60
19 H 0.11 2.42 -0.99

Output
- E_tot: -620.64310 hartree
- Charge: +1
- HOMO-LUMO gap: 9.29 eV
- Energy above the lowest of the compared OMol25 structures with the same formula, charge and spin: 2.025 eV

[5]
Here is a molecular structure, C39H28Cl2IN4O2PS5Sn at a distorted geometry from OMol25. Energies are from wB97M-V/def2-TZVPD.

Atoms and positions in Å:
1 Sn -0.19 0.22 -0.18
2 N -2.22 2.04 -3.75
3 C -2.06 3.29 -3.17
4 C -1.24 3.10 -2.11
5 N -0.89 1.77 -2.03
6 C -1.50 1.16 -3.02
7 C -1.32 -0.26 -3.21
8 N -0.72 -0.98 -2.29
9 C -0.64 -2.26 -2.78
10 C -1.23 -2.31 -4.00
11 N -1.67 -1.03 -4.27
12 H -2.79 1.85 -4.56
13 H -2.53 4.17 -3.57
14 H -0.86 3.83 -1.41
15 H -0.17 -3.05 -2.22
16 H -1.37 -3.12 -4.70
17 H -2.13 -0.75 -5.12
18 Cl -5.48 4.79 2.92
19 C -4.11 3.87 2.45
20 C -2.85 4.19 2.97
21 C -1.75 3.45 2.61
22 Cl -0.21 3.79 3.28
23 C -1.85 2.37 1.67
24 O -0.81 1.71 1.34
25 C -3.15 2.07 1.16
26 C -3.38 0.97 0.26
27 O -2.54 0.25 -0.28
28 C -4.26 2.81 1.57
29 H -2.75 5.01 3.67
30 H -4.44 0.78 0.02
31 H -5.24 2.57 1.19
32 I 2.32 -0.77 1.89
33 C 2.08 -1.53 3.83
34 C 3.16 -1.26 4.62
35 C 3.26 -1.81 5.92
36 C 2.29 -2.66 6.34
37 C 1.17 -2.95 5.53
38 C 0.21 -3.86 6.03
39 C -0.90 -4.18 5.31
40 C -1.11 -3.53 4.09
41 C -0.22 -2.63 3.55
42 P -0.91 -1.87 2.00
43 C -1.15 -3.35 0.96
44 C -0.21 -4.38 1.04
45 C -0.33 -5.51 0.25
46 C -1.41 -5.65 -0.62
47 C -2.33 -4.62 -0.73
48 C -2.18 -3.46 0.03
49 C -2.53 -1.36 2.70
50 C -3.78 -1.89 2.39
51 C -4.92 -1.41 3.04
52 C -4.81 -0.41 4.00
53 C -3.56 0.10 4.32
54 C -2.43 -0.36 3.66
55 C 0.99 -2.34 4.25
56 H 3.96 -0.63 4.25
57 H 4.12 -1.58 6.53
58 H 2.37 -3.14 7.31
59 H 0.39 -4.31 7.00
60 H -1.62 -4.89 5.69
61 H -2.02 -3.76 3.56
62 H 0.62 -4.31 1.74
63 H 0.40 -6.30 0.33
64 H -1.52 -6.55 -1.20
65 H -3.16 -4.71 -1.41
66 H -2.87 -2.64 -0.13
67 H -3.89 -2.71 1.70
68 H -5.88 -1.84 2.81
69 H -5.70 -0.05 4.51
70 H -3.47 0.86 5.09
71 H -1.46 0.05 3.92
72 C 2.48 3.04 -3.26
73 S 3.10 2.18 -4.73
74 C 4.04 0.86 -4.19
75 C 3.86 0.00 -3.05
76 S 2.63 0.02 -1.96
77 S 5.07 -1.26 -2.92
78 C 5.93 -0.94 -4.39
79 S 7.19 -1.78 -4.93
80 S 5.31 0.46 -5.25
81 H 2.00 3.92 -3.66
82 H 3.32 3.34 -2.63
83 H 1.78 2.43 -2.71

Output
- E_tot: -5636.64900 hartree
- Charge: +2
- HOMO-LUMO gap (spin up / spin down): 2.65 / 2.64 eV
- Energy above the lowest of the compared OMol25 structures with the same formula, charge and spin: 0.000 eV

[6]
Here is a molecular structure, C29H30GeIN4O3S4SeYb at a distorted geometry from OMol25. Energies are from wB97M-V/def2-TZVPD.

Atoms and positions in Å:
1 Yb -1.03 -0.48 -1.30
2 C -0.66 1.50 -5.55
3 C 0.51 0.62 -5.27
4 N 1.59 0.69 -6.01
5 C 2.60 -0.16 -5.72
6 C 2.55 -1.14 -4.75
7 C 3.68 -2.13 -4.70
8 O 3.42 -3.26 -5.52
9 C 1.40 -1.22 -3.94
10 C 1.27 -2.25 -2.92
11 N 0.24 -2.35 -2.18
12 C 0.11 -3.25 -1.09
13 C 0.86 -4.41 -0.91
14 C 0.67 -5.13 0.28
15 C -0.27 -4.69 1.20
16 C -1.01 -3.53 0.97
17 C -0.83 -2.75 -0.19
18 I -3.92 -0.54 -1.73
19 C 0.38 -0.30 -4.17
20 O -0.69 -0.19 -3.43
21 H -0.53 2.06 -6.46
22 H -0.82 2.15 -4.70
23 H -1.56 0.90 -5.61
24 H 3.49 -0.06 -6.34
25 H 3.89 -2.46 -3.68
26 H 4.59 -1.67 -5.07
27 H 2.45 -3.32 -5.61
28 H 2.09 -2.96 -2.80
29 H 1.59 -4.77 -1.64
30 H 1.24 -6.04 0.47
31 H -0.45 -5.24 2.11
32 H -1.70 -3.21 1.74
33 O 4.26 3.78 -3.92
34 C 3.36 3.18 -3.36
35 S 1.67 3.65 -3.41
36 C 1.05 2.39 -2.31
37 C 1.91 1.49 -1.83
38 S 1.69 0.11 -0.80
39 S 3.58 1.71 -2.40
40 S -0.67 2.64 -2.07
41 C -1.90 3.08 2.41
42 Ge -2.27 3.02 0.48
43 C -2.17 4.91 -0.04
44 C -4.15 2.57 0.37
45 C -1.04 1.88 -0.47
46 H -2.34 3.98 2.81
47 H -0.83 3.08 2.60
48 H -2.33 2.22 2.91
49 H -2.78 5.49 0.63
50 H -2.52 5.06 -1.05
51 H -1.14 5.25 -0.02
52 H -4.72 3.34 0.88
53 H -4.37 1.59 0.77
54 H -4.45 2.54 -0.68
55 H -0.12 2.05 0.10
56 C -2.75 -0.52 4.66
57 N -1.31 -0.50 4.54
58 C -0.62 -0.45 3.35
59 Se -1.31 -0.30 1.73
60 N 0.72 -0.48 3.68
61 C 0.87 -0.50 5.05
62 C 1.98 -0.48 5.86
63 C 1.78 -0.52 7.24
64 C 0.50 -0.57 7.76
65 C -0.63 -0.56 6.94
66 C -0.43 -0.51 5.59
67 H -3.17 -0.55 3.66
68 H -3.11 0.38 5.16
69 H -3.07 -1.41 5.20
70 H 1.41 -0.38 2.94
71 H 2.98 -0.46 5.46
72 H 2.63 -0.49 7.91
73 H 0.34 -0.58 8.84
74 H -1.63 -0.57 7.37

Output
- 2S+1: 2
- E_tot: -9095.50275 hartree
- Charge: -2
- HOMO-LUMO gap (spin up / spin down): 5.06 / 5.07 eV

[7]
Here is a molecular structure, C38H30CuN8O5S5 from OMol25. Energies are from wB97M-V/def2-TZVPD.

Atoms and positions in Å:
1 Cu -0.67 0.06 0.05
2 N 3.87 -0.19 6.58
3 C 3.91 -0.34 5.18
4 C 5.09 -0.10 4.48
5 C 5.12 -0.27 3.10
6 C 4.00 -0.70 2.42
7 C 2.82 -0.94 3.12
8 C 2.78 -0.76 4.49
9 S 4.03 -0.93 0.65
10 O 3.91 -2.36 0.42
11 O 5.26 -0.34 0.18
12 N 2.69 -0.28 0.13
13 C 2.40 1.00 0.43
14 N 1.11 1.36 0.18
15 C 0.79 2.63 0.36
16 C 1.69 3.57 0.83
17 C 2.96 3.09 1.11
18 N 3.33 1.84 0.91
19 H 4.51 0.51 6.92
20 H 2.94 -0.02 6.92
21 H 5.97 0.23 5.01
22 H 6.02 -0.06 2.54
23 H 1.93 -1.23 2.58
24 H 1.85 -0.94 5.02
25 H -0.24 2.90 0.14
26 H 1.41 4.60 0.98
27 H 3.72 3.74 1.53
28 O -2.10 -2.88 6.46
29 C -2.23 -2.29 5.41
30 S -3.36 -2.75 4.15
31 C -2.96 -1.52 2.95
32 C -1.93 -0.64 3.32
33 S -1.27 0.62 2.43
34 S -1.25 -0.92 4.93
35 S -3.82 -1.53 1.52
36 N 5.81 -6.66 -4.49
37 C 5.07 -6.09 -3.82
38 C 4.14 -5.39 -2.98
39 C 3.32 -6.10 -2.12
40 C 2.41 -5.43 -1.32
41 C 2.34 -4.04 -1.38
42 C 3.17 -3.32 -2.22
43 C 4.06 -3.99 -3.04
44 N 1.40 -3.37 -0.58
45 C 0.98 -3.70 0.69
46 C 0.11 -2.73 1.05
47 N -0.01 -1.81 0.04
48 C 0.78 -2.22 -0.91
49 H 3.39 -7.18 -2.08
50 H 1.75 -5.98 -0.66
51 H 3.15 -2.24 -2.20
52 H 4.72 -3.44 -3.69
53 H 1.38 -4.53 1.22
54 H -0.42 -2.61 1.98
55 H 0.94 -1.71 -1.85
56 C -0.03 0.54 -6.75
57 C -1.25 0.74 -5.89
58 C -2.01 -0.37 -5.53
59 C -3.10 -0.23 -4.68
60 C -3.46 1.02 -4.21
61 C -2.72 2.14 -4.58
62 N -3.10 3.40 -4.15
63 C -3.62 3.68 -2.88
64 C -4.63 4.64 -2.77
65 C -5.18 4.95 -1.54
66 C -4.77 4.26 -0.40
67 C -3.78 3.30 -0.52
68 C -3.16 3.03 -1.73
69 C -1.92 2.13 -1.72
70 O -0.97 2.48 -2.42
71 O -2.02 1.14 -0.95
72 C -1.58 2.00 -5.39
73 C -0.70 3.20 -5.61
74 H -0.02 -0.47 -7.16
75 H 0.88 0.68 -6.17
76 H 0.00 1.24 -7.58
77 H -1.73 -1.35 -5.89
78 H -3.66 -1.10 -4.37
79 H -4.30 1.14 -3.55
80 H -2.78 4.19 -4.68
81 H -5.00 5.12 -3.67
82 H -5.96 5.70 -1.47
83 H -5.22 4.47 0.56
84 H -3.45 2.74 0.35
85 H -0.57 3.71 -4.65
86 H -1.12 3.91 -6.33
87 H 0.28 2.92 -5.97

Output
- 2S+1: 2
- E_tot: -5911.94252 hartree
- Charge: -2
- HOMO-LUMO gap (spin up / spin down): 6.07 / 5.98 eV
- Energy above the lowest of the compared OMol25 structures with the same formula, charge and spin: 0.242 eV

[8]
Here is CH4NOPS in the gas phase at a distorted geometry from OMol25. Energies are from wB97M-V/def2-TZVPD.

Atoms and positions in Å:
1 C 0.48 0.93 0.14
2 O -0.94 1.07 0.24
3 S -1.79 -0.26 -0.42
4 N -0.57 -1.41 0.21
5 P 1.10 -0.83 -0.05
6 H 0.75 1.34 -0.80
7 H 0.74 1.54 1.08
8 H -0.70 -1.42 1.18
9 H 0.92 -0.96 -1.57

Output
- SMILES: C1OSNP1
- E_tot: -909.96183 hartree
- HOMO-LUMO gap: 9.14 eV
- Energy above the lowest of the compared OMol25 structures with the same formula, charge and spin: 1.173 eV

Question: Which of these has the highest E_tot?
Answer: C2H7N4